The following is a DFT calculation (ωB97M-V/def2-TZVPD) of C8H10S in the gas phase in a non-equilibrium geometry.

Geometry (Å):
C  -1.24  -0.71  -2.30
C  -0.13  -0.90  -1.52
H  0.83  -1.79  2.38
H  0.56  -1.70  -1.55
C  0.88  -0.14  0.79
H  -2.64  2.52  0.53
C  2.24  -0.81  0.82
H  -0.93  3.08  0.10
H  0.69  0.78  1.44
C  0.08  -0.13  -0.44
S  -2.29  0.58  -1.84
C  -1.41  1.02  -0.44
H  -1.09  2.02  1.51
H  2.93  -0.24  1.50
C  1.12  -1.55  1.32
C  -1.54  2.20  0.47
H  2.76  -0.85  -0.13
H  0.54  -2.27  0.68
H  -1.35  -1.09  -3.30

As for the net charge: 0. Its HOMO-LUMO gap (alpha / beta) is 0.23238 / 0.30089 Eh. Its electronic energy is -708.79317 Ha. The expectation value of S² is 2.03. As for the LUMO energy (alpha / beta): 0.97 / -0.75 eV. Its multiplicity is 3. The calculation puts the HOMO energy (alpha / beta) at -0.1967 / -0.3286 hartree.